[1]
ORCA calculation (the ωB97M-V functional and the def2-TZVPD basis) on a structure of composition C19H42ClGaIN4O3 at a distorted geometry.

Net charge: -1
E_tot in hartree: -3876.53191
Maximum force in eV/Å: 4.153
HOMO in eV: -5.607

Element x y z (Å)
H1 -0.6017 0.8936 5.0536
H2 3.6537 0.5889 -1.0597
H3 2.2802 2.0267 7.8057
N1 2.2331 0.7848 5.0661
H4 3.8415 -0.4726 4.7173
C1 -0.0997 0.1073 4.4828
C2 3.5235 1.0674 -0.0509
H5 0.0207 0.4450 3.4513
N2 -2.2334 0.7172 -5.9930
C3 3.5698 0.3274 5.4149
H6 -2.2131 2.1898 -3.3981
H7 1.0016 2.4547 5.0822
H8 3.6255 2.1668 -0.2278
H9 0.2231 -1.3564 -2.7869
H10 2.6358 2.7795 5.5320
H11 1.2597 -3.8075 -0.3163
O1 -3.0117 -0.7092 -0.3053
H12 -1.3196 -0.4783 -4.5638
C4 -3.4517 -0.0728 -6.0660
H13 -3.2215 -1.0949 -5.7505
C5 0.1968 -3.4546 -0.2238
H14 -4.2236 0.3002 -5.3781
H15 1.8587 1.2238 1.3506
C6 -4.0481 -0.1606 -7.4647
H16 -3.2852 0.7779 -3.3999
C7 2.0489 0.6654 0.3994
H17 -4.3914 0.8112 -7.8273
H18 -3.5256 3.8634 -6.5560
N3 -2.2619 -1.3765 0.3462
O2 0.2444 -2.4133 2.8239
H19 3.8593 0.6232 7.5601
C8 -2.2448 1.1015 -3.4597
H20 -2.5254 2.0127 -7.5889
Ga1 0.2697 -1.7747 0.9964
H21 -0.3526 -4.1826 -2.1900
H22 -0.7637 -0.7546 4.4766
H23 4.2974 0.6476 0.6293
C9 1.4167 2.0382 7.1408
H24 -4.3134 2.5318 -5.7158
H25 2.6059 -1.4335 -0.1490
C10 -2.3200 2.0719 -6.5154
C11 0.7142 -2.3283 -2.5498
N4 -2.0272 -3.1337 3.3069
H26 2.6909 -1.0307 1.5933
C12 -1.0167 -2.6053 3.1692
H27 -4.9160 -0.8239 -7.4528
C13 -3.3500 3.0158 -5.8859
H28 0.7738 1.1921 7.3892
H29 0.9564 -2.8621 -3.5055
H30 1.0634 -0.6517 6.1143
H31 -1.3415 -2.7714 -1.7373
C14 2.0764 -0.8782 0.6614
H32 -2.9972 3.4295 -4.9423
H33 3.0280 -0.8897 7.1583
H34 -1.3328 2.5412 -6.4586
C15 1.8320 2.0476 5.6658
I1 0.7587 1.2841 -1.2306
H35 4.7569 -0.7212 6.8827
H36 0.8562 2.9503 7.3680
H37 1.6176 -1.1273 4.5153
H38 1.6820 -2.1445 -2.0327
O3 -1.2402 -0.6328 0.8154
C16 -1.5396 0.5843 -4.7155
C17 3.8021 -0.1909 6.8374
C18 -0.3061 -3.1787 -1.6789
H39 -3.3266 -0.5652 -8.1775
H40 -0.5575 1.0628 -4.7906
H41 -1.7370 0.7203 -2.5718
Cl1 -0.7026 -4.8169 0.6057
C19 1.2374 -0.2809 5.0935
H42 4.2872 1.1298 5.2110



[2]
ORCA calculation (the ωB97M-V functional and the def2-TZVPD basis) on a structure of composition C19H42LaNOP3Se at a distorted geometry.

Net charge: +3
E_tot in hartree: -4335.23702
Maximum force in eV/Å: 2.275
HOMO (spin up / spin down) in eV: -16.182 / -16.176

Element x y z (Å)
H1 0.4900 -0.9151 4.3765
H2 4.1627 -1.2510 1.4695
H3 2.0140 -2.5806 -1.8311
C1 1.9132 0.1629 -2.9092
C2 -3.0476 0.8110 1.1037
H4 -3.0317 1.0340 4.0380
C3 2.6319 2.9139 2.7138
H5 -2.6055 -3.3573 -1.7404
C4 2.0771 3.4722 3.9745
C5 4.3025 0.3871 -1.3840
C6 1.5425 -0.7135 4.1361
H6 2.1835 -1.3974 4.7084
H7 4.2707 1.3967 -1.8195
C7 -3.7231 -1.1114 -4.0560
C8 -3.6180 -2.3109 -3.3415
C9 3.7143 -0.8937 2.4033
H8 3.7043 -2.1624 -2.3141
H9 4.3785 2.6499 1.7012
H10 -4.3408 -0.1833 -6.9219
H11 1.9755 -3.2006 1.3109
H12 -0.7180 1.6571 -1.0263
H13 2.3349 -3.2739 3.0706
H14 4.9280 -0.2663 -2.0126
C10 -4.9413 1.8199 -6.4839
H15 0.6457 -3.1030 2.4867
H16 -1.3635 0.7059 -2.4273
C11 -2.3175 -1.3812 2.7064
H17 -1.3053 0.9575 4.5186
H18 2.9052 3.7828 4.6251
H19 -3.0233 0.9268 -4.2376
H20 -4.4168 -1.0203 -4.8871
H21 -3.2308 -1.2567 3.3053
H22 -5.8554 0.0204 -5.8319
C12 -2.9216 -0.0206 -3.7028
H23 -1.5659 -1.9142 3.3064
H24 -2.7788 1.7614 0.6262
P1 -1.6739 0.2564 2.1931
C13 2.9404 -2.0722 -1.5256
La1 0.5751 1.1199 0.4118
H25 1.4850 2.7065 4.4984
H26 1.7720 0.3205 4.4282
C14 -5.0375 0.4876 -6.3996
H27 -5.6617 2.4633 -5.9665
P2 1.8853 -0.9945 2.3583
H28 -4.2536 -3.1491 -3.6135
H29 1.4304 1.1509 -2.8451
P3 2.5976 -0.2906 -1.2527
H30 4.5012 3.4648 3.2392
H31 -2.5361 -1.9882 1.8201
Se1 -0.6015 -1.5798 -0.5972
H32 -3.2368 0.0887 0.3019
O1 1.9005 2.4035 1.7914
H33 4.0470 0.1378 2.5777
N1 3.9592 2.9172 2.5857
H34 -1.8766 2.2949 3.5013
H35 1.1489 -0.5571 -3.2318
C15 -1.8675 -1.3398 -1.9521
H36 2.7329 0.2004 -3.6415
C16 -1.9957 -0.1457 -2.6804
C17 1.6909 -2.8213 2.3025
H37 4.7429 0.4533 -0.3776
C18 -2.0015 1.2244 3.7118
C19 -2.7051 -2.4279 -2.2978
H38 -4.1832 2.3013 -7.1113
H39 -3.9536 0.9497 1.7064
H40 1.4403 4.3494 3.7797
H41 3.3069 -2.5451 -0.6033
H42 4.0582 -1.5255 3.2346



- Which value of E_tot does entry 2 give?
  -4335.23702 hartree